*one*
Density functional theory data (the ωB97M-V functional and the def2-TZVPD basis) for a cluster of 2 separate species, C4H10N2O in total.

The value obtained for the LUMO energy (spin up / spin down) is 0.3 / 0.4 eV.

Geometry as ORCA input:
```
! wB97M-V def2-TZVPD RIJCOSX def2/J DEFGRID3
* xyz 0 1
C 1.11562 1.15557 -0.71920
C -1.34520 -1.66278 -0.08950
C -0.11710 0.52859 -0.47597
N 1.79835 -0.63655 0.78687
N -1.07523 1.38404 0.18702
C -0.18371 -0.84526 -0.54406
O 1.26614 2.44564 -0.45812
H 0.42167 2.71450 -0.02980
H 1.92161 0.70470 -1.26968
H 2.56301 -1.08947 1.31208
H 1.23999 -0.21975 1.53923
H -1.25265 1.10836 1.14655
H -1.96055 1.43102 -0.30097
H 0.56192 -1.35391 -1.13295
H -1.00330 -2.61857 0.30796
H -1.94056 -1.16121 0.67459
H -2.01002 -1.88492 -0.93404
*
```

*two*
Density functional theory data (the ωB97M-V functional and the def2-TZVPD basis) for a structure of composition C4H10N2O.

The value obtained for the LUMO energy is 0.9 eV.

Geometry as ORCA input:
```
! wB97M-V def2-TZVPD RIJCOSX def2/J DEFGRID3
* xyz 0 1
C -1.66296 -0.22117 -0.74836
C 0.30180 1.75744 -0.23027
N -0.00567 0.37778 0.12722
N -0.29618 0.27680 1.50575
C 0.85834 -0.64564 -0.43626
C 1.35866 -1.70894 0.18749
O -1.87253 -1.19237 0.00861
H 0.47960 -0.17662 1.98468
H -1.11424 -0.34525 1.57480
H -1.26688 -0.42743 -1.75616
H -2.21045 0.73044 -0.69852
H 1.28430 -0.31708 -1.37513
H -0.46884 2.39515 0.19765
H 0.30889 1.86439 -1.31330
H 1.27029 2.05545 0.17991
H 2.09592 -2.31702 -0.30559
H 0.93998 -2.10595 1.09748
*
```

*three*
Density functional theory data (the ωB97M-V functional and the def2-TZVPD basis) for an isolated molecule of C4H10N2O.

The value obtained for the LUMO energy is 0.9 eV. Its SMILES is CC[C@@H](N)C(N)=O.

Geometry as ORCA input:
```
! wB97M-V def2-TZVPD RIJCOSX def2/J DEFGRID3
* xyz 0 1
N -0.68458 -1.77642 0.24702
C 0.61891 1.59495 1.38454
C -0.44803 0.52966 1.13422
C 0.07847 -0.50201 0.13779
C -0.09036 -0.01414 -1.30430
N 0.62720 -0.72253 -2.22416
O -0.88110 0.84952 -1.62808
H -0.93684 -2.11887 -0.64629
H -1.58747 -1.54113 0.65157
H 0.32720 2.23100 2.21130
H 0.61260 2.31823 0.56796
H 1.58039 1.13529 1.49833
H -0.64311 -0.01965 2.05346
H -1.39395 0.84801 0.71463
H 1.12539 -0.71265 0.31448
H 1.23210 -1.45817 -1.89979
H 0.46315 -0.64109 -3.21267
*
```

*four*
Density functional theory data (the ωB97M-V functional and the def2-TZVPD basis) for an isolated molecule of C4H10N2O.

The value obtained for the LUMO energy is 0.9 eV. Its SMILES is CNC(=O)[C@@H](C)N.

Geometry as ORCA input:
```
! wB97M-V def2-TZVPD RIJCOSX def2/J DEFGRID3
* xyz 0 1
N -1.09413 -0.05873 -1.48751
C -0.69424 -0.43856 -0.10271
C -1.86378 -0.85390 0.75115
C 0.11943 0.65317 0.59628
N 1.45873 0.56224 0.68168
C 2.44614 0.43636 -0.40109
O -0.48630 1.52592 1.21845
H -1.72193 -0.75883 -1.84634
H -1.57768 0.82019 -1.38095
H 0.05737 -1.21889 -0.28081
H -2.73990 -0.38955 0.29801
H -1.84158 -0.57259 1.80032
H -2.07884 -1.92787 0.73014
H 1.87992 1.14935 1.38870
H 2.21732 -0.37636 -1.09277
H 2.56031 1.36624 -0.94983
H 3.35914 0.08178 0.07728
*
```

Which structure wins on stability? *three* wins.

*one*
Density functional theory data (the ωB97M-V functional and the def2-TZVPD basis) for a cluster of 10 separate species, C40H110N10O10 in total.

The value obtained for the LUMO energy is 0.6 eV. Its SMILES is COC[C@H](C)N.COC[C@H](C)N.COC[C@H](C)N.COC[C@H](C)N.COC[C@H](C)N.COC[C@H](C)N.COC[C@H](C)N.COC[C@H](C)N.COC[C@H](C)N.COC[C@H](C)N.

Geometry as ORCA input:
```
! wB97M-V def2-TZVPD RIJCOSX def2/J DEFGRID3
* xyz 0 1
C -1.76368 -5.95268 -1.94188
C -2.31630 -4.77123 -2.75461
C -2.07863 -3.45779 -2.01157
O -2.86471 -3.44820 -0.84660
C -2.95145 -2.17236 -0.23843
N -1.75564 -4.73138 -4.11406
H -2.11060 -5.82410 -0.91315
H -0.67182 -5.94937 -1.90847
H -2.11668 -6.90167 -2.34276
H -3.37833 -4.95343 -2.92541
H -2.43782 -2.62813 -2.63511
H -0.99753 -3.31309 -1.87911
H -3.44763 -1.43139 -0.87865
H -1.94752 -1.80125 -0.02015
H -3.60913 -2.32285 0.61645
H -0.75679 -4.90127 -4.11264
H -2.20522 -5.42999 -4.68765
C -0.21754 -0.72448 -3.70069
C -0.08665 -1.18538 -5.14761
C 1.04313 -2.19357 -5.21085
O 1.23298 -2.51108 -6.58422
C 2.14035 -3.50865 -6.91473
N -1.42839 -1.76790 -5.49802
H -0.10098 -1.54577 -2.99478
H -1.20102 -0.25702 -3.63705
H 0.49736 0.03838 -3.37699
H -0.03218 -0.38706 -5.88676
H 0.79678 -3.08050 -4.61742
H 1.97750 -1.74873 -4.84611
H 3.18883 -3.22138 -6.73497
H 2.14975 -3.66913 -7.99436
H 1.96342 -4.46122 -6.40473
H -1.60484 -2.58619 -4.90431
H -1.23458 -2.19091 -6.40936
C -8.75462 -0.53385 3.95596
C -8.40093 -1.46278 2.80088
C -7.00797 -1.16733 2.21365
O -6.68303 0.19888 2.22439
C -5.39262 0.37774 1.61766
N -8.37937 -2.87292 3.25025
H -9.75534 -0.80796 4.31634
H -8.97772 0.52437 3.76226
H -8.08684 -0.45629 4.81787
H -9.22567 -1.34240 2.09596
H -6.79250 -1.68337 1.27293
H -6.38054 -1.73087 2.92436
H -5.56669 0.48376 0.54587
H -4.70042 -0.35293 2.03601
H -5.05652 1.35582 1.97378
H -9.28815 -3.10042 3.63797
H -7.73194 -2.84308 4.03695
C 3.98139 3.68993 -2.76659
C 2.66967 4.47182 -2.50438
C 1.58026 3.62707 -1.83047
O 1.11159 2.55067 -2.60982
C 0.05398 2.91045 -3.47846
N 2.90516 5.62294 -1.60341
H 4.78804 4.27426 -2.33238
H 4.06097 3.42294 -3.82044
H 4.02571 2.71263 -2.27118
H 2.30447 4.92355 -3.43019
H 0.75066 4.25004 -1.48706
H 2.10601 3.16314 -0.98920
H 0.35175 3.77428 -4.08559
H -0.83130 3.23514 -2.92055
H -0.15300 2.08833 -4.15650
H 3.40721 5.23026 -0.80626
H 3.57341 6.26642 -2.01313
C -1.38144 1.00944 1.87725
C -0.20480 0.98925 0.90715
C 0.82584 -0.10666 1.04941
O 2.04727 0.22232 0.42930
C 2.32226 -0.41083 -0.78906
N -0.67343 1.06578 -0.48089
H -1.83540 0.00853 1.87775
H -2.11911 1.78120 1.68945
H -1.02985 1.04904 2.91189
H 0.34653 1.90064 1.19979
H 0.40131 -1.05069 0.68872
H 1.07344 -0.25145 2.10493
H 2.68710 -1.44142 -0.63721
H 3.13460 0.10146 -1.30098
H 1.42347 -0.56387 -1.39545
H -1.30568 1.87063 -0.49621
H 0.04579 1.45543 -1.09539
C 3.91070 0.09623 -5.12651
C 5.13371 -0.57858 -4.46497
C 5.78173 0.25703 -3.33554
O 7.04979 -0.20914 -2.98431
C 8.09177 -0.07456 -3.90464
N 4.63968 -1.83323 -3.89540
H 4.03038 1.04740 -5.64730
H 3.12891 0.21424 -4.37367
H 3.56872 -0.64645 -5.84953
H 5.84688 -0.78328 -5.26705
H 5.14062 0.19611 -2.45475
H 5.82769 1.31043 -3.64257
H 8.29131 0.93555 -4.26729
H 8.04929 -0.81013 -4.71366
H 9.02615 -0.38123 -3.42367
H 4.80257 -2.68016 -4.42498
H 5.04164 -2.06062 -2.98931
C 0.93613 5.97662 5.48086
C 0.92219 4.46220 5.43538
C 1.67580 3.91930 4.19793
O 0.89938 4.29573 3.06991
C 1.63332 4.30138 1.87944
N 1.55418 3.90981 6.65308
H 1.95153 6.32995 5.29498
H 0.56801 6.32016 6.44838
H 0.23189 6.39694 4.76340
H -0.10381 4.09579 5.39172
H 1.67168 2.82024 4.21316
H 2.71490 4.26517 4.19282
H 2.55340 4.89701 1.81132
H 1.06665 4.45378 0.96157
H 2.03534 3.27717 1.74757
H 2.53492 4.18206 6.66425
H 1.58363 2.89768 6.56719
C -6.09895 -4.32414 6.91285
C -5.21932 -3.08062 6.83463
C -4.70447 -2.64365 5.47678
O -4.03401 -1.38582 5.59865
C -2.89511 -1.33069 4.77316
N -5.93190 -1.97333 7.49275
H -5.56762 -5.18176 6.49467
H -6.96929 -4.17618 6.27250
H -6.34323 -4.48504 7.95853
H -4.29944 -3.23298 7.42507
H -5.50534 -2.40190 4.76556
H -4.14039 -3.46127 5.02003
H -3.19252 -1.35057 3.71670
H -2.17666 -2.14264 4.92686
H -2.35728 -0.40016 4.95430
H -6.25844 -2.28886 8.39544
H -5.30467 -1.18640 7.60342
C -4.40809 3.54332 -1.75791
C -3.90103 4.59317 -0.77185
C -3.22774 4.04008 0.47255
O -3.13050 4.89805 1.57735
C -2.04782 5.77614 1.70856
N -3.06160 5.60207 -1.48712
H -5.23877 2.98575 -1.32688
H -3.58749 2.84346 -1.94915
H -4.71214 3.98044 -2.70621
H -4.81154 5.05244 -0.35256
H -2.24349 3.63386 0.20119
H -3.89756 3.25324 0.82921
H -1.79724 6.28285 0.76513
H -1.09672 5.30600 1.99246
H -2.35391 6.52003 2.44127
H -3.06563 6.43184 -0.89492
H -3.67677 5.88121 -2.25105
C 5.97439 -3.31896 1.16820
C 6.97246 -2.60632 0.21897
C 8.15915 -3.47812 -0.15599
O 8.74485 -3.91547 1.06627
C 9.31128 -5.21837 0.96824
N 6.28206 -2.15380 -0.98828
H 5.11072 -2.65364 1.22356
H 6.40031 -3.42088 2.16224
H 5.67366 -4.29268 0.78111
H 7.39361 -1.81489 0.85682
H 8.91969 -2.95235 -0.74013
H 7.73790 -4.31120 -0.73274
H 8.59501 -5.87308 0.46551
H 9.59985 -5.48120 1.98087
H 10.20066 -5.24251 0.32556
H 5.52793 -1.54407 -0.68019
H 6.92503 -1.53928 -1.50096
*
```

*two*
Density functional theory data (the ωB97M-V functional and the def2-TZVPD basis) for a cluster of 10 separate species, C40H110N10O10 in total.

The value obtained for the LUMO energy is 0.5 eV. Its SMILES is COC[C@H](C)N.COC[C@H](C)N.COC[C@H](C)N.COC[C@H](C)N.COC[C@H](C)N.COC[C@H](C)N.COC[C@H](C)N.COC[C@H](C)N.COC[C@H](C)N.COC[C@H](C)N.

Geometry as ORCA input:
```
! wB97M-V def2-TZVPD RIJCOSX def2/J DEFGRID3
* xyz 0 1
C -14.65563 -30.28352 -7.86907
C -13.97681 -31.59487 -8.37891
C -12.48535 -31.38712 -8.59927
O -11.87260 -31.06751 -7.36062
C -10.46734 -31.01350 -7.46456
N -14.23158 -32.63068 -7.38162
H -14.04835 -29.93150 -7.03243
H -15.71865 -30.38588 -7.69729
H -14.45686 -29.49368 -8.60969
H -14.50171 -31.86934 -9.29700
H -12.30469 -30.61926 -9.35775
H -12.06800 -32.34017 -8.94255
H -10.01219 -31.84970 -8.00605
H -10.10692 -31.06360 -6.43718
H -10.14778 -30.08906 -7.95495
H -13.66225 -32.48315 -6.55802
H -15.20052 -32.64283 -7.06043
C -22.11690 -36.65808 -3.68148
C -22.91582 -37.38566 -4.76727
C -23.91725 -38.40157 -4.22672
O -23.26786 -39.44724 -3.52998
C -24.20293 -40.30572 -2.89142
N -23.53343 -36.41864 -5.66882
H -22.77442 -36.14467 -2.97130
H -21.37253 -35.93628 -4.00904
H -21.62209 -37.42024 -3.06617
H -22.22944 -37.97948 -5.37776
H -24.56990 -38.84809 -4.97990
H -24.56205 -37.84120 -3.53219
H -24.79432 -40.84097 -3.63673
H -24.78322 -39.67231 -2.21710
H -23.68096 -41.05005 -2.29418
H -22.81171 -35.83197 -6.08011
H -24.26100 -35.82393 -5.29681
C -20.92917 -28.73351 -3.71795
C -20.96516 -28.57761 -2.20216
C -22.36539 -28.97467 -1.69126
O -22.61475 -30.32992 -1.94192
C -23.88236 -30.75960 -1.48805
N -19.90879 -29.35565 -1.55010
H -20.78164 -29.79817 -3.92510
H -20.03452 -28.26825 -4.14568
H -21.77247 -28.29220 -4.24377
H -20.83984 -27.51105 -1.98485
H -23.19251 -28.43705 -2.18430
H -22.40484 -28.67216 -0.63042
H -24.71826 -30.12989 -1.80672
H -23.91881 -30.72807 -0.39172
H -23.98620 -31.80139 -1.78134
H -20.24619 -29.39249 -0.58737
H -20.00315 -30.30370 -1.92806
C -14.24002 -29.70165 2.86695
C -13.36376 -30.69291 2.07935
C -13.78206 -30.71874 0.63169
O -15.09975 -31.24175 0.56432
C -15.70572 -31.09268 -0.70889
N -11.95964 -30.29240 2.18074
H -13.83527 -29.38753 3.83312
H -15.19457 -30.15312 3.14976
H -14.38535 -28.78291 2.29441
H -13.47578 -31.68542 2.52005
H -13.19883 -31.33296 -0.05895
H -13.81555 -29.67161 0.29361
H -15.10342 -31.60918 -1.45957
H -15.68665 -30.01945 -0.92414
H -16.74624 -31.40228 -0.74481
H -11.62277 -30.50292 3.11084
H -11.82702 -29.29708 2.04975
C -9.13912 -32.24268 -2.66952
C -10.44037 -31.49741 -2.95410
C -11.64922 -32.30314 -2.52068
O -12.90057 -31.66145 -2.64374
C -13.34528 -31.53236 -3.98954
N -10.36880 -30.20379 -2.21757
H -8.27507 -31.67538 -3.00713
H -9.13620 -33.17382 -3.25732
H -9.05487 -32.55178 -1.62864
H -10.57269 -31.13826 -3.98003
H -11.60111 -32.44313 -1.43266
H -11.59878 -33.32910 -2.90335
H -14.18054 -32.23369 -4.09233
H -12.62700 -31.96454 -4.69736
H -13.51541 -30.50000 -4.28680
H -10.27989 -30.41132 -1.22259
H -9.48096 -29.76029 -2.42418
C -16.94549 -30.68392 -4.35580
C -17.28732 -32.13173 -4.59718
C -18.72059 -32.49974 -4.25483
O -19.03204 -32.17005 -2.91525
C -20.28804 -32.61773 -2.48596
N -16.93772 -32.51102 -5.98651
H -16.99263 -30.49846 -3.28034
H -17.77052 -30.10096 -4.78244
H -15.95325 -30.38159 -4.67590
H -16.60059 -32.70134 -3.96269
H -18.81021 -33.58845 -4.35472
H -19.44709 -32.05021 -4.94508
H -20.49044 -33.64895 -2.80081
H -21.11392 -32.11073 -3.00671
H -20.44236 -32.44664 -1.42637
H -17.45954 -31.82949 -6.53941
H -17.33821 -33.42557 -6.20838
C -24.62000 -33.66686 -8.40458
C -25.54006 -32.55528 -7.93897
C -24.75763 -31.45322 -7.22371
O -24.35670 -31.91309 -5.93771
C -23.71482 -30.91823 -5.19419
N -26.28762 -32.06522 -9.09561
H -24.07684 -34.18497 -7.60442
H -23.83793 -33.31219 -9.07676
H -25.19256 -34.52712 -8.76216
H -26.16048 -33.02906 -7.17029
H -25.46230 -30.63277 -7.03799
H -23.89882 -31.06015 -7.77237
H -24.37641 -30.05531 -5.03047
H -22.81132 -30.52221 -5.67560
H -23.42498 -31.28342 -4.21061
H -26.64270 -31.12415 -8.92863
H -27.16657 -32.56446 -9.20018
C -22.23026 -33.32208 0.97897
C -22.90088 -32.59035 2.11264
C -24.29153 -33.22217 2.36095
O -24.96137 -32.53720 3.39001
C -26.04749 -33.31258 3.90184
N -22.05940 -32.63820 3.30450
H -21.18060 -33.03267 0.91063
H -22.76967 -33.09170 0.05850
H -22.21395 -34.40629 1.12232
H -23.17478 -31.57344 1.81653
H -24.20609 -34.31499 2.44374
H -24.86740 -33.14541 1.42184
H -26.26604 -32.85629 4.86646
H -25.72769 -34.32951 4.14630
H -26.87777 -33.33041 3.19666
H -21.76606 -33.60161 3.44460
H -22.66620 -32.43405 4.09700
C -16.44555 -25.57121 -0.79242
C -17.45442 -26.56348 -1.35966
C -16.94133 -27.09467 -2.67992
O -16.90680 -26.04536 -3.61860
C -16.82758 -26.48938 -4.95720
N -17.78076 -27.60649 -0.38950
H -15.45073 -26.00929 -0.70276
H -16.83028 -25.14608 0.13777
H -16.30205 -24.70455 -1.44210
H -18.39127 -26.03047 -1.58544
H -17.55992 -27.93995 -3.00861
H -15.97758 -27.61068 -2.55013
H -16.47325 -25.65085 -5.55470
H -17.80203 -26.81495 -5.33331
H -16.10232 -27.30330 -5.03810
H -18.49165 -28.24953 -0.77204
H -18.24334 -27.11320 0.36878
C -18.33215 -35.20327 -9.31521
C -19.12250 -34.82048 -8.06266
C -20.50558 -35.49971 -7.96179
O -21.17532 -35.11007 -6.76268
C -21.58387 -33.74357 -6.78106
N -18.32875 -35.14620 -6.86192
H -17.44202 -34.57611 -9.31659
H -18.95196 -35.04450 -10.19891
H -18.04146 -36.25357 -9.36105
H -19.34485 -33.75239 -8.04958
H -20.49502 -36.59025 -7.96546
H -21.10382 -35.23523 -8.84218
H -20.70612 -33.10872 -6.63825
H -22.31104 -33.63108 -5.97849
H -22.05438 -33.42100 -7.71336
H -17.79516 -35.98306 -7.08476
H -18.93932 -35.46161 -6.11101
*
```

Which structure wins on stability? *two* wins.